Run i
{
  "formula": "C30H90O30",
  "method": "the ωB97M-V functional and the def2-TZVPD basis",
  "e_lumo_ev": 0.09,
  "homo_lumo_gap_ev": 9.366,
  "charge": 0,
  "molar_mass_g_mol": 931.020,
  "symbols": ["C", "C", "O", "O", "H", "H", "H", "H", "H", "H", "C", "C", "O", "O", "H", "H", "H", "H", "H", "H", "C", "C", "O", "O", "H", "H", "H", "H", "H", "H", "C", "C", "O", "O", "H", "H", "H", "H", "H", "H", "C", "C", "O", "O", "H", "H", "H", "H", "H", "H", "C", "C", "O", "O", "H", "H", "H", "H", "H", "H", "C", "C", "O", "O", "H", "H", "H", "H", "H", "H", "C", "C", "O", "O", "H", "H", "H", "H", "H", "H", "C", "C", "O", "O", "H", "H", "H", "H", "H", "H", "C", "C", "O", "O", "H", "H", "H", "H", "H", "H", "C", "C", "O", "O", "H", "H", "H", "H", "H", "H", "C", "C", "O", "O", "H", "H", "H", "H", "H", "H", "C", "C", "O", "O", "H", "H", "H", "H", "H", "H", "C", "C", "O", "O", "H", "H", "H", "H", "H", "H", "C", "C", "O", "O", "H", "H", "H", "H", "H", "H"],
  "xyz": [[-10.23, -5.42, -14.39], [-10.13, -6.91, -14.40], [-9.11, -7.39, -15.23], [-9.11, -4.85, -13.79], [-11.20, -5.12, -13.98], [-10.40, -5.08, -15.41], [-11.01, -7.35, -14.87], [-10.00, -7.40, -13.44], [-8.49, -7.79, -14.62], [-8.35, -5.25, -14.21], [-10.81, -12.10, -16.60], [-9.89, -13.21, -15.93], [-10.01, -13.21, -14.53], [-10.40, -10.86, -16.08], [-11.84, -12.45, -16.58], [-10.61, -12.07, -17.67], [-8.83, -12.99, -16.07], [-9.97, -14.18, -16.43], [-9.68, -14.08, -14.32], [-10.51, -10.98, -15.14], [-19.90, -12.82, -14.10], [-19.08, -12.38, -15.34], [-19.92, -12.36, -16.52], [-20.93, -11.90, -13.66], [-19.22, -12.94, -13.26], [-20.21, -13.85, -14.20], [-18.31, -13.13, -15.54], [-18.61, -11.43, -15.11], [-19.33, -12.33, -17.27], [-21.44, -11.69, -14.45], [-13.65, -8.61, -15.63], [-14.55, -9.55, -14.86], [-15.86, -9.34, -15.17], [-13.70, -7.24, -15.24], [-13.78, -8.69, -16.71], [-12.69, -9.01, -15.30], [-14.36, -9.38, -13.80], [-14.27, -10.59, -15.06], [-16.24, -9.95, -15.81], [-13.20, -6.79, -15.93], [-11.90, -10.33, -12.43], [-11.81, -11.00, -11.06], [-10.93, -12.07, -10.87], [-11.97, -11.34, -13.39], [-11.03, -9.68, -12.58], [-12.80, -9.72, -12.54], [-12.80, -11.45, -10.96], [-11.90, -10.22, -10.30], [-11.34, -12.69, -10.27], [-11.22, -11.94, -13.37], [-16.10, -10.03, -11.33], [-15.64, -11.43, -11.63], [-16.48, -12.30, -12.38], [-15.34, -9.44, -10.30], [-17.14, -9.88, -11.05], [-16.11, -9.45, -12.25], [-15.53, -11.83, -10.63], [-14.65, -11.50, -12.09], [-17.05, -12.82, -11.81], [-15.65, -8.54, -10.23], [-13.87, -5.58, -12.48], [-12.81, -5.05, -11.51], [-13.33, -5.11, -10.16], [-13.85, -7.03, -12.47], [-13.77, -5.24, -13.51], [-14.87, -5.29, -12.16], [-12.49, -4.03, -11.73], [-11.93, -5.69, -11.56], [-12.59, -4.80, -9.63], [-14.04, -7.28, -13.37], [-12.47, -4.27, -18.86], [-11.70, -5.60, -18.64], [-12.07, -6.31, -17.51], [-12.09, -3.33, -17.90], [-13.52, -4.54, -18.89], [-12.18, -3.76, -19.79], [-10.61, -5.54, -18.55], [-11.90, -6.19, -19.54], [-11.44, -7.04, -17.45], [-12.28, -3.61, -17.00], [-14.20, -13.71, -14.62], [-14.80, -15.08, -14.16], [-13.86, -15.90, -13.54], [-15.24, -12.93, -15.10], [-13.39, -13.82, -15.35], [-13.86, -13.15, -13.75], [-15.34, -15.54, -14.98], [-15.57, -14.93, -13.41], [-14.36, -16.61, -13.14], [-15.63, -12.47, -14.35], [-14.32, -12.60, -18.89], [-14.80, -13.89, -18.14], [-16.00, -13.59, -17.49], [-14.21, -11.54, -18.04], [-14.85, -12.42, -19.83], [-13.35, -12.96, -19.23], [-14.10, -14.26, -17.39], [-15.09, -14.65, -18.87], [-15.73, -13.26, -16.63], [-13.88, -10.80, -18.54], [-19.22, -9.23, -13.55], [-20.41, -8.67, -12.79], [-20.07, -8.15, -11.50], [-18.32, -8.22, -14.00], [-19.66, -9.60, -14.49], [-18.78, -10.11, -13.07], [-21.14, -9.47, -12.64], [-20.95, -7.91, -13.34], [-20.96, -8.10, -11.12], [-17.45, -8.62, -14.11], [-14.90, -7.65, -19.35], [-14.65, -8.76, -20.31], [-13.52, -9.56, -20.05], [-16.00, -7.00, -19.73], [-14.13, -6.88, -19.31], [-15.01, -7.94, -18.31], [-14.52, -8.39, -21.33], [-15.52, -9.42, -20.24], [-12.92, -9.51, -20.79], [-16.10, -6.20, -19.22], [-17.80, -10.30, -18.14], [-18.05, -11.35, -19.18], [-18.28, -12.66, -18.73], [-16.76, -10.73, -17.24], [-18.71, -10.08, -17.57], [-17.47, -9.37, -18.59], [-17.13, -11.37, -19.76], [-18.84, -11.00, -19.84], [-17.44, -12.94, -18.35], [-15.93, -10.86, -17.71], [-9.80, -8.96, -18.79], [-8.40, -8.47, -18.30], [-8.31, -7.11, -17.83], [-10.74, -8.64, -17.76], [-9.68, -10.02, -19.01], [-9.96, -8.45, -19.74], [-7.66, -8.72, -19.07], [-8.12, -9.04, -17.41], [-8.74, -7.07, -16.97], [-10.58, -9.34, -17.13], [-16.71, -6.29, -16.07], [-16.36, -4.90, -16.73], [-16.45, -4.88, -18.09], [-18.12, -6.59, -16.20], [-16.42, -6.38, -15.02], [-16.17, -7.07, -16.60], [-15.36, -4.58, -16.45], [-17.04, -4.18, -16.28], [-16.70, -4.00, -18.40], [-18.31, -7.25, -15.53]],
  "lowdin_charge": [-0.245, -0.233, -0.064, -0.025, 0.112, 0.116, 0.105, 0.129, 0.110, 0.085, -0.196, -0.219, -0.060, -0.057, 0.102, 0.115, 0.115, 0.118, 0.103, 0.069, -0.213, -0.217, -0.066, -0.067, 0.096, 0.112, 0.117, 0.091, 0.018, 0.083, -0.196, -0.259, -0.047, -0.075, 0.114, 0.105, 0.093, 0.120, 0.045, 0.050, -0.219, -0.252, -0.033, -0.079, 0.111, 0.103, 0.096, 0.125, 0.095, 0.054, -0.261, -0.216, -0.062, -0.040, 0.124, 0.099, 0.126, 0.099, 0.095, 0.097, -0.211, -0.222, -0.075, -0.089, 0.103, 0.118, 0.114, 0.109, 0.073, 0.018, -0.218, -0.244, -0.092, -0.059, 0.103, 0.125, 0.121, 0.106, 0.035, 0.076, -0.205, -0.239, -0.052, -0.081, 0.110, 0.111, 0.119, 0.112, 0.087, 0.076, -0.256, -0.185, -0.094, -0.052, 0.120, 0.110, 0.108, 0.127, 0.022, 0.064, -0.215, -0.231, -0.065, -0.073, 0.107, 0.114, 0.108, 0.122, 0.074, 0.047, -0.316, -0.199, -0.069, -0.031, 0.111, 0.104, 0.136, 0.112, 0.098, 0.047, -0.176, -0.238, -0.050, -0.083, 0.125, 0.119, 0.105, 0.134, 0.042, 0.048, -0.196, -0.213, -0.078, -0.085, 0.110, 0.115, 0.114, 0.106, 0.021, 0.042, -0.181, -0.242, -0.052, -0.078, 0.112, 0.084, 0.107, 0.123, 0.119, 0.019]
}


Run ii
{
  "formula": "C30H90O30",
  "method": "the ωB97M-V functional and the def2-TZVPD basis",
  "e_lumo_ev": -0.26,
  "homo_lumo_gap_ev": 8.904,
  "charge": 0,
  "molar_mass_g_mol": 931.020,
  "symbols": ["C", "C", "O", "O", "H", "H", "H", "H", "H", "H", "C", "C", "O", "O", "H", "H", "H", "H", "H", "H", "C", "C", "O", "O", "H", "H", "H", "H", "H", "H", "C", "C", "O", "O", "H", "H", "H", "H", "H", "H", "C", "C", "O", "O", "H", "H", "H", "H", "H", "H", "C", "C", "O", "O", "H", "H", "H", "H", "H", "H", "C", "C", "O", "O", "H", "H", "H", "H", "H", "H", "C", "C", "O", "O", "H", "H", "H", "H", "H", "H", "C", "C", "O", "O", "H", "H", "H", "H", "H", "H", "C", "C", "O", "O", "H", "H", "H", "H", "H", "H", "C", "C", "O", "O", "H", "H", "H", "H", "H", "H", "C", "C", "O", "O", "H", "H", "H", "H", "H", "H", "C", "C", "O", "O", "H", "H", "H", "H", "H", "H", "C", "C", "O", "O", "H", "H", "H", "H", "H", "H", "C", "C", "O", "O", "H", "H", "H", "H", "H", "H"],
  "xyz": [[0.38, -4.02, -1.05], [0.66, -5.57, -0.96], [0.08, -6.00, 0.25], [1.21, -3.29, -0.13], [-0.64, -3.87, -0.70], [0.51, -3.59, -2.05], [1.73, -5.73, -1.06], [0.31, -6.03, -1.89], [0.46, -6.87, 0.44], [2.12, -3.55, -0.27], [-1.71, 2.07, -4.32], [-2.95, 1.51, -5.00], [-3.77, 2.68, -5.39], [-0.69, 2.38, -5.29], [-1.34, 1.33, -3.61], [-1.86, 2.92, -3.65], [-3.50, 0.87, -4.31], [-2.85, 0.91, -5.90], [-4.24, 3.04, -4.63], [0.13, 2.58, -4.81], [0.23, 5.45, 1.52], [0.25, 3.95, 1.41], [-1.03, 3.44, 1.43], [-0.20, 6.03, 0.33], [1.21, 5.89, 1.72], [-0.43, 5.88, 2.27], [0.93, 3.56, 2.17], [0.70, 3.61, 0.47], [-0.93, 2.50, 1.61], [-0.74, 5.32, -0.04], [1.26, 5.05, -3.49], [1.08, 3.85, -2.57], [1.32, 2.73, -3.44], [2.58, 5.37, -3.79], [0.84, 5.82, -2.83], [0.66, 5.09, -4.40], [0.08, 3.77, -2.16], [1.82, 3.80, -1.76], [2.17, 2.46, -3.09], [2.68, 6.32, -3.83], [5.11, 2.30, -3.55], [4.67, 2.25, -2.10], [3.42, 1.61, -2.08], [6.30, 3.00, -3.85], [4.30, 2.77, -4.10], [5.17, 1.28, -3.93], [4.59, 3.26, -1.71], [5.38, 1.68, -1.49], [3.42, 0.90, -1.43], [6.24, 3.82, -3.37], [-3.80, 4.87, -2.37], [-3.52, 3.97, -1.18], [-4.76, 3.84, -0.39], [-4.81, 4.27, -3.30], [-2.85, 5.09, -2.86], [-4.11, 5.85, -2.01], [-2.77, 4.55, -0.64], [-3.17, 2.95, -1.34], [-5.33, 4.60, -0.56], [-5.68, 4.42, -2.91], [-0.19, -4.86, 3.04], [-0.49, -4.83, 4.53], [-0.59, -6.12, 5.06], [0.19, -3.59, 2.55], [-1.02, -5.20, 2.42], [0.62, -5.56, 2.82], [-1.45, -4.38, 4.79], [0.31, -4.29, 5.04], [0.33, -6.40, 5.14], [0.48, -3.72, 1.64], [5.19, 0.55, 1.35], [3.68, 0.72, 1.09], [3.38, -0.11, -0.03], [5.57, -0.78, 1.53], [5.46, 1.13, 2.24], [5.77, 1.04, 0.56], [3.43, 1.77, 0.95], [3.09, 0.44, 1.96], [3.63, -1.03, 0.07], [6.47, -0.72, 1.88], [-2.29, -1.72, -2.09], [-3.09, -2.80, -2.90], [-2.20, -3.72, -3.35], [-3.12, -0.73, -1.55], [-1.65, -1.28, -2.86], [-1.64, -2.18, -1.35], [-3.54, -2.18, -3.68], [-3.96, -3.23, -2.41], [-1.49, -3.16, -3.67], [-3.68, -1.10, -0.85], [0.27, 0.75, 6.03], [-0.53, -0.25, 5.29], [0.17, -0.94, 4.25], [1.37, 0.08, 6.71], [-0.36, 1.25, 6.77], [0.71, 1.48, 5.35], [-1.35, 0.23, 4.75], [-0.93, -1.05, 5.92], [-0.39, -1.62, 3.85], [1.77, -0.49, 6.05], [-2.89, -2.92, 1.21], [-3.19, -4.28, 0.58], [-3.88, -5.16, 1.51], [-3.87, -1.95, 0.81], [-1.90, -2.74, 0.79], [-2.79, -2.92, 2.29], [-2.26, -4.76, 0.29], [-3.74, -4.22, -0.36], [-3.27, -5.57, 2.12], [-4.67, -2.41, 1.09], [2.88, -2.75, 4.83], [4.23, -3.05, 5.48], [5.27, -2.42, 4.80], [2.89, -1.45, 4.20], [2.00, -2.75, 5.48], [2.61, -3.42, 4.01], [4.39, -4.13, 5.40], [4.25, -2.98, 6.57], [4.81, -1.95, 4.10], [1.98, -1.14, 4.22], [0.05, 0.42, -0.45], [0.00, -0.09, 1.00], [-0.12, 0.92, 1.95], [-1.10, 1.14, -0.87], [0.16, -0.44, -1.11], [0.87, 1.08, -0.72], [0.79, -0.83, 1.14], [-0.85, -0.76, 1.17], [0.11, 0.50, 2.78], [-1.79, 0.53, -1.14], [1.55, -0.55, -5.52], [1.17, -0.83, -4.06], [0.42, -2.03, -4.02], [2.47, -1.47, -5.99], [2.03, 0.42, -5.43], [0.64, -0.54, -6.11], [0.59, -0.10, -3.50], [2.07, -1.05, -3.49], [0.94, -2.75, -4.38], [2.82, -1.06, -6.78], [-3.92, 1.26, 1.72], [-3.92, 0.33, 2.97], [-3.82, 1.08, 4.15], [-4.96, 2.15, 1.73], [-3.82, 0.69, 0.79], [-3.01, 1.85, 1.78], [-3.03, -0.31, 2.98], [-4.85, -0.22, 3.12], [-3.80, 0.52, 4.93], [-4.82, 2.81, 1.04]],
  "lowdin_charge": [-0.184, -0.209, -0.054, -0.078, 0.079, 0.102, 0.116, 0.119, 0.102, 0.094, -0.225, -0.177, -0.095, -0.075, 0.084, 0.100, 0.102, 0.118, 0.023, 0.022, -0.248, -0.278, -0.061, -0.069, 0.117, 0.123, 0.116, 0.107, 0.032, 0.047, -0.253, -0.185, -0.110, -0.049, 0.112, 0.127, 0.109, 0.118, 0.031, 0.088, -0.253, -0.228, -0.093, -0.044, 0.115, 0.128, 0.124, 0.111, 0.038, 0.083, -0.169, -0.165, -0.078, -0.076, 0.116, 0.121, 0.102, 0.120, 0.089, 0.083, -0.241, -0.252, -0.044, -0.074, 0.095, 0.119, 0.126, 0.107, 0.089, 0.041, -0.252, -0.179, -0.080, -0.041, 0.124, 0.104, 0.128, 0.109, 0.103, 0.099, -0.233, -0.270, -0.031, -0.071, 0.108, 0.093, 0.119, 0.115, 0.056, 0.060, -0.183, -0.215, -0.100, -0.058, 0.133, 0.125, 0.109, 0.135, 0.085, 0.036, -0.203, -0.191, -0.067, -0.074, 0.081, 0.121, 0.090, 0.118, 0.066, 0.109, -0.194, -0.257, -0.040, -0.104, 0.105, 0.108, 0.108, 0.116, 0.057, 0.023, -0.196, -0.214, -0.056, -0.071, 0.103, 0.110, 0.106, 0.105, 0.063, 0.030, -0.262, -0.198, -0.103, -0.042, 0.120, 0.130, 0.104, 0.120, 0.089, 0.096, -0.249, -0.230, -0.077, -0.041, 0.102, 0.105, 0.091, 0.118, 0.077, 0.034]
}


Run iii
{
  "formula": "C30H90O30",
  "method": "the ωB97M-V functional and the def2-TZVPD basis",
  "e_lumo_ev": 0.33,
  "homo_lumo_gap_ev": 9.903,
  "charge": 0,
  "molar_mass_g_mol": 931.020,
  "symbols": ["C", "C", "O", "O", "H", "H", "H", "H", "H", "H", "C", "C", "O", "O", "H", "H", "H", "H", "H", "H", "C", "C", "O", "O", "H", "H", "H", "H", "H", "H", "C", "C", "O", "O", "H", "H", "H", "H", "H", "H", "C", "C", "O", "O", "H", "H", "H", "H", "H", "H", "C", "C", "O", "O", "H", "H", "H", "H", "H", "H", "C", "C", "O", "O", "H", "H", "H", "H", "H", "H", "C", "C", "O", "O", "H", "H", "H", "H", "H", "H", "C", "C", "O", "O", "H", "H", "H", "H", "H", "H", "C", "C", "O", "O", "H", "H", "H", "H", "H", "H", "C", "C", "O", "O", "H", "H", "H", "H", "H", "H", "C", "C", "O", "O", "H", "H", "H", "H", "H", "H", "C", "C", "O", "O", "H", "H", "H", "H", "H", "H", "C", "C", "O", "O", "H", "H", "H", "H", "H", "H", "C", "C", "O", "O", "H", "H", "H", "H", "H", "H"],
  "xyz": [[-1.68, -0.87, -4.52], [-1.83, -2.21, -3.71], [-1.84, -1.89, -2.23], [-2.90, -0.14, -4.52], [-1.41, -1.07, -5.58], [-0.82, -0.41, -4.17], [-1.03, -2.90, -3.79], [-2.80, -2.56, -3.94], [-2.74, -1.59, -1.91], [-2.72, 0.75, -4.15], [-3.93, -1.11, 3.89], [-4.83, -0.83, 2.71], [-4.38, -1.30, 1.42], [-2.73, -0.40, 3.69], [-3.75, -2.20, 3.95], [-4.49, -0.84, 4.79], [-5.13, 0.23, 2.59], [-5.74, -1.31, 2.95], [-3.58, -1.85, 1.54], [-1.93, -0.65, 4.19], [-2.88, 2.47, 2.30], [-2.86, 3.42, 3.47], [-1.94, 4.44, 3.29], [-1.67, 1.67, 2.43], [-2.97, 2.98, 1.27], [-3.78, 1.77, 2.31], [-2.63, 2.87, 4.39], [-3.84, 3.94, 3.59], [-1.06, 4.20, 3.60], [-1.98, 0.76, 2.71], [0.25, 1.42, 5.08], [0.47, 0.02, 4.59], [-0.60, -0.80, 5.15], [0.52, 2.44, 4.05], [1.02, 1.53, 5.86], [-0.81, 1.47, 5.35], [1.43, -0.29, 4.94], [0.40, -0.08, 3.50], [-0.33, -1.77, 5.08], [-0.13, 2.18, 3.23], [1.43, -3.55, 3.76], [0.92, -2.98, 2.45], [1.90, -3.00, 1.43], [0.30, -3.54, 4.66], [2.23, -3.00, 4.27], [1.72, -4.58, 3.65], [0.50, -2.00, 2.66], [0.10, -3.56, 2.06], [1.86, -2.15, 0.96], [-0.51, -4.02, 4.33], [5.14, -1.84, -0.99], [4.85, -1.73, 0.50], [4.92, -3.00, 1.13], [4.36, -2.80, -1.62], [6.18, -2.17, -1.02], [5.15, -1.03, -1.67], [3.91, -1.13, 0.72], [5.65, -1.13, 0.93], [4.08, -3.33, 1.55], [4.38, -3.55, -1.04], [2.78, 2.67, -0.17], [3.44, 2.14, -1.41], [3.09, 0.73, -1.68], [3.19, 1.96, 1.07], [1.74, 2.81, -0.27], [3.19, 3.70, 0.02], [4.51, 2.20, -1.28], [3.10, 2.78, -2.19], [2.34, 0.77, -2.34], [2.58, 1.24, 1.23], [-3.40, -4.91, 2.98], [-2.55, -4.68, 1.71], [-2.20, -3.30, 1.49], [-2.58, -4.75, 4.15], [-3.66, -6.02, 2.84], [-4.29, -4.29, 3.01], [-3.11, -5.14, 0.86], [-1.66, -5.35, 1.80], [-1.55, -3.38, 0.78], [-3.24, -4.84, 4.86], [-0.03, -4.64, -1.45], [1.36, -4.16, -1.74], [1.35, -3.11, -2.72], [-0.93, -3.77, -0.67], [0.02, -5.56, -0.93], [-0.52, -4.94, -2.39], [1.93, -5.05, -2.14], [1.85, -3.76, -0.86], [2.24, -2.78, -2.57], [-1.35, -3.13, -1.32], [0.51, 4.43, -4.21], [0.32, 2.93, -4.31], [1.46, 2.35, -4.85], [1.55, 4.69, -3.35], [-0.39, 4.88, -3.76], [0.68, 4.83, -5.19], [-0.58, 2.74, -4.92], [0.10, 2.36, -3.42], [1.54, 1.41, -4.64], [2.34, 4.54, -3.92], [-3.68, 0.88, -1.12], [-4.74, -0.12, -1.58], [-4.33, -1.10, -2.48], [-3.11, 1.59, -2.23], [-2.96, 0.32, -0.52], [-4.04, 1.64, -0.39], [-5.64, 0.36, -1.90], [-5.03, -0.58, -0.70], [-4.00, -0.78, -3.35], [-2.59, 2.38, -1.87], [2.41, -2.90, -6.22], [2.54, -1.62, -5.33], [1.86, -0.49, -5.79], [3.23, -2.78, -7.42], [1.35, -2.93, -6.37], [2.74, -3.77, -5.61], [3.66, -1.46, -5.21], [2.04, -1.85, -4.40], [2.20, -0.15, -6.62], [3.68, -3.62, -7.47], [3.12, 5.14, 2.86], [4.05, 4.31, 3.70], [4.50, 3.10, 3.15], [1.87, 4.53, 2.53], [3.60, 5.51, 1.89], [3.02, 6.13, 3.40], [3.58, 4.19, 4.70], [4.95, 5.03, 3.85], [3.95, 2.84, 2.35], [1.75, 3.76, 3.08], [-0.89, 5.54, -0.06], [-0.92, 4.13, -0.67], [-2.06, 4.04, -1.53], [-2.19, 5.78, 0.53], [-0.78, 6.31, -0.81], [-0.10, 5.63, 0.67], [-0.99, 3.29, 0.10], [-0.08, 4.03, -1.36], [-2.81, 4.51, -1.06], [-2.20, 5.45, 1.44], [-0.24, 0.36, -1.28], [0.05, -0.61, -0.09], [1.41, -0.55, 0.32], [0.54, -0.01, -2.39], [0.14, 1.40, -0.98], [-1.28, 0.25, -1.49], [-0.12, -1.62, -0.44], [-0.56, -0.35, 0.73], [2.01, -0.24, -0.38], [0.52, -0.99, -2.37]],
  "lowdin_charge": [-0.194, -0.070, -0.134, -0.067, 0.131, 0.070, 0.096, 0.105, 0.085, 0.095, -0.204, -0.221, -0.076, -0.090, 0.109, 0.126, 0.112, 0.093, 0.058, 0.045, -0.182, -0.258, -0.052, -0.136, 0.122, 0.115, 0.125, 0.136, 0.080, 0.060, -0.184, -0.203, -0.106, -0.156, 0.134, 0.116, 0.118, 0.107, 0.094, 0.124, -0.177, -0.227, -0.077, -0.109, 0.132, 0.115, 0.109, 0.096, 0.036, 0.087, -0.251, -0.229, -0.075, -0.056, 0.121, 0.102, 0.116, 0.121, 0.091, 0.071, -0.164, -0.156, -0.102, -0.079, 0.081, 0.137, 0.119, 0.096, 0.076, 0.068, -0.228, -0.224, -0.102, -0.082, 0.137, 0.112, 0.128, 0.130, 0.007, 0.098, -0.169, -0.209, -0.090, -0.126, 0.102, 0.128, 0.143, 0.100, 0.050, 0.053, -0.266, -0.261, -0.058, -0.067, 0.120, 0.122, 0.122, 0.098, 0.060, 0.109, -0.210, -0.229, -0.062, -0.101, 0.095, 0.124, 0.118, 0.076, 0.064, 0.065, -0.208, -0.246, -0.061, -0.068, 0.103, 0.125, 0.144, 0.082, 0.102, 0.074, -0.268, -0.296, -0.081, -0.084, 0.126, 0.123, 0.123, 0.138, 0.054, 0.031, -0.182, -0.218, -0.112, -0.084, 0.123, 0.113, 0.127, 0.091, 0.118, 0.055, -0.187, -0.157, -0.097, -0.100, 0.132, 0.063, 0.093, 0.101, 0.060, 0.081]
}


Pick the least stable structure from those above. Pick: run ii